20
Properties=species:S:1:pos:R:3:forces:R:3 method="wB97M-V/def2-TZVPD" relative_energy_kj_mol=84.7 orbital_gap_ha="0.297 / 0.297" e_homo_ev="-8.34 / -8.34" lumo_energy_ev="-0.26 / -0.26"
C 1.774398 0.614027 1.193605 -1.157 0.069 2.183
C -1.324489 -0.837837 0.136362 1.478 1.711 1.061
C 0.584022 0.944138 1.758942 0.911 0.588 -3.390
C -1.369442 0.714219 0.215828 0.325 -0.157 -0.141
C -0.537918 1.505493 0.927934 -0.707 0.920 -0.428
C 2.207659 0.737500 -0.157105 -0.817 2.368 -0.449
C -1.890356 -2.763447 -0.983044 0.461 0.545 -3.559
N 2.078658 1.862291 -0.840554 -0.402 -0.208 -1.491
O -0.500478 -1.418354 0.804598 -0.738 -0.309 -0.318
O 2.264709 1.992871 -2.097840 0.472 -0.351 0.132
O -2.136801 -1.369334 -0.750086 0.336 0.229 0.764
F 0.326235 0.829967 3.027572 0.003 -0.332 1.280
Br -2.559062 1.506632 -1.007554 -0.276 0.288 0.016
Br 2.998247 -0.714965 -0.941960 0.221 -0.390 -0.552
H 2.473388 0.080640 1.801631 0.322 -0.165 0.664
H -0.671481 2.669948 0.826208 0.265 -2.476 0.335
H 1.721257 2.784314 -0.518273 0.182 -1.260 1.202
H -0.805460 -2.931225 -1.230921 -0.984 0.218 0.526
H -2.444239 -2.816439 -1.995481 0.582 -0.984 1.910
H -2.188846 -3.390431 -0.169864 -0.477 -0.301 0.257

---

17
Properties=species:S:1:pos:R:3:forces:R:3 method="wB97M-V/def2-TZVPD" relative_energy_kj_mol=0.0 orbital_gap_ha=0.325 smiles="C[C@@]1(Br)C(F)=C(Cl)C=C[C@H]1F" e_homo_ev=-8.96 lumo_energy_ev=-0.11
C -0.837920 1.206180 -2.174745 1.476 0.748 -0.889
C 0.389427 1.152161 -1.585444 -1.230 -0.050 -0.422
C -2.074311 0.650600 -1.678368 2.137 -0.216 2.126
C -1.933902 0.048387 -0.507947 2.488 -3.094 2.354
C 0.733708 0.466206 -0.296900 -1.676 -0.196 0.982
C -0.327144 -0.568266 0.227498 -1.989 0.721 -3.978
C -0.331918 -0.946790 1.688785 -1.886 0.565 -1.166
F -2.917016 -0.622632 0.082534 -0.247 0.311 0.167
F 0.676161 1.410489 0.760244 0.795 0.414 -0.437
Cl -3.546567 0.875143 -2.409277 -1.295 0.218 -0.888
Br 0.014752 -2.191304 -0.936899 -0.314 0.494 0.531
H -1.002097 1.687913 -3.148706 0.626 0.085 0.419
H 1.274490 1.646364 -1.975478 -0.451 0.063 -0.524
H 1.759005 0.101068 -0.445778 -0.279 -0.246 0.839
H 0.473817 -1.574545 1.897691 1.320 -1.136 0.268
H -1.272916 -1.397823 2.053660 0.444 0.176 -0.525
H -0.176260 -0.025153 2.166924 0.081 1.143 1.144

---

20
Properties=species:S:1:pos:R:3:forces:R:3 method="wB97M-V/def2-TZVPD" relative_energy_kj_mol=0.0 orbital_gap_ha=0.322 e_homo_ev=-9.59 lumo_energy_ev=-0.83
C 2.051585 -3.640255 2.811334 -0.262 0.660 -1.442
C 1.432035 -2.366597 0.718313 -0.880 0.211 0.101
C 2.367751 -2.929072 1.606729 0.182 1.542 -1.789
C 1.865594 -1.504142 -0.337409 -2.387 -1.475 1.347
C 3.231496 -1.455641 -0.520280 -0.783 0.569 -0.038
C 0.823782 1.234816 -1.289272 -0.409 2.531 -1.059
C -1.420428 -0.951652 0.342975 2.271 0.598 -1.295
N 1.544195 -4.150262 3.690315 -0.363 -0.809 1.376
N 3.625874 -2.630691 1.390936 1.861 -0.554 0.459
N 4.053548 -1.981178 0.324824 1.086 -0.636 0.981
Si 0.389231 -0.631475 -1.151794 -2.270 -0.852 1.410
Cl 1.339658 2.067215 0.273530 -0.263 -0.937 -0.351
Br 4.002205 -0.477912 -1.926310 0.051 0.002 -0.218
I -2.285972 -2.938544 0.532184 0.404 1.080 -0.149
H 0.351636 -2.569910 0.944517 1.225 0.443 -0.507
H 0.001654 2.013033 -1.663638 1.578 -2.224 0.491
H 1.745594 1.397770 -1.934223 -1.320 -0.447 0.536
H -2.147793 -0.251687 0.021311 -1.177 0.107 -1.323
H -1.272180 -0.443639 1.294899 0.854 -0.928 0.541
H -0.116499 -1.444305 -2.396468 0.602 1.121 0.928

---

17
Properties=species:S:1:pos:R:3:forces:R:3 method="wB97M-V/def2-TZVPD" relative_energy_kj_mol=0.0 orbital_gap_ha=0.357 e_homo_ev=-9.32 lumo_energy_ev=0.40
O -2.455109 -1.406488 -0.877932 -0.434 -0.228 -0.316
Cl -2.699204 0.834475 2.550926 0.181 -0.262 0.001
Br 4.287686 0.547905 -0.743016 -0.639 0.030 0.079
C 1.702019 -0.605496 -1.334354 1.208 1.204 0.357
C 1.639141 1.336961 0.098276 -0.007 0.343 0.608
C 0.334800 -0.703191 -1.250400 -1.406 -1.106 -0.085
C 0.245565 1.176030 0.211079 -0.074 -0.127 -0.325
C 2.382493 0.429153 -0.620007 -0.811 -1.267 -1.027
C -0.418072 0.122451 -0.426557 0.728 1.309 1.022
S -2.233317 -0.111289 -0.193497 0.717 -0.252 -1.119
C -2.302000 -0.577491 1.551606 1.124 0.015 0.303
H 2.282152 -1.250347 -1.983249 -0.149 -0.091 0.106
H 2.176135 2.144820 0.606904 -0.479 -0.214 -0.142
H -0.243063 -1.473400 -1.776371 0.507 0.134 0.068
H -0.350255 1.895555 0.755360 0.170 0.117 0.251
H -1.310731 -0.995156 1.772982 -0.329 0.262 0.393
H -3.038241 -1.364492 1.658252 -0.309 0.134 -0.176

---

16
Properties=species:S:1:pos:R:3:forces:R:3 method="wB97M-V/def2-TZVPD" relative_energy_kj_mol=0.0 orbital_gap_ha=0.314 smiles="CC1=C(Cl)C=CC=C(Cl)O1" e_homo_ev=-8.42 lumo_energy_ev=0.12
C -0.634153 -0.245138 1.938824 0.945 0.709 2.873
C -0.176084 0.986154 1.593632 0.069 0.150 -0.416
C -0.803416 -1.380404 1.107049 -1.034 0.545 -0.977
C 0.426359 1.274932 0.279078 -0.324 -0.722 0.335
C -1.104145 -1.201459 -0.198400 1.116 -0.849 0.896
C 0.105412 0.564634 -0.819130 1.045 1.795 0.611
C 0.920400 0.362759 -2.001905 2.645 0.484 -3.143
O -1.112046 -0.025280 -0.847797 -2.105 -0.197 0.214
Cl 1.850720 2.294337 0.274887 -0.375 -0.299 0.014
Cl -1.344065 -2.536088 -1.216667 -0.397 -0.765 -0.629
H -0.682332 -0.459648 3.078707 -0.432 0.571 -2.045
H -0.108459 1.774233 2.341131 0.142 -0.292 -0.044
H -0.955716 -2.339310 1.568488 0.275 -0.276 -0.174
H 0.550055 -0.517858 -2.613234 0.587 0.854 0.982
H 1.993635 0.230835 -1.638090 -1.249 -0.238 -0.750
H 1.073835 1.217301 -2.846571 -0.907 -1.470 2.253

---

19
Properties=species:S:1:pos:R:3:forces:R:3 method="wB97M-V/def2-TZVPD" relative_energy_kj_mol=82.3 orbital_gap_ha=0.271 smiles="O=[N+]([O-])/C=N/Nc1ccc(Cl)cc1" e_homo_ev=-8.47 lumo_energy_ev=-1.09
O 4.879054 0.249980 1.051662 0.372 -0.590 0.212
O 4.921199 1.541523 2.759107 1.311 1.132 2.036
Cl -3.266835 0.971250 -2.530515 0.017 0.119 -0.347
N 2.191586 0.146412 1.281373 1.885 0.789 2.169
C 2.976580 0.747956 2.131358 -2.545 -1.686 -1.478
C -2.273905 0.885562 0.016188 1.581 -1.620 -3.404
C -0.684062 0.298847 -1.745189 0.170 -1.847 -0.036
C -1.293573 0.557211 0.954047 -1.353 1.400 1.651
C 0.282180 -0.135061 -0.748910 -3.771 2.654 1.884
C -2.001632 0.756808 -1.406090 2.652 -0.578 3.056
C 0.007308 0.163120 0.662176 -2.708 0.108 -4.373
N 0.904359 0.125155 1.663795 1.715 -0.217 0.544
N 4.375417 0.794083 2.016730 -0.052 -0.404 -3.394
H 2.641479 1.329004 2.934253 -0.580 0.579 1.333
H -3.313195 0.911283 0.163645 -1.105 0.725 1.174
H -0.490199 -0.010482 -2.822894 -0.152 0.689 1.510
H -1.599073 0.780340 2.032198 0.603 -0.582 -1.368
H 1.164897 -0.647994 -0.882235 1.840 -0.696 -1.205
H 0.632778 0.589364 2.523663 0.121 0.026 0.035